Record 1
Molecular formula: C3H8N2S
Method: DFT, ωB97M-V with the def2-TZVPD basis set

Cartesian coordinates (Å):
H 0.010 2.910 0.331
C 0.063 1.787 0.731
H -1.346 -1.577 -1.538
H 1.073 1.770 -1.224
H -0.605 -0.866 1.347
H -0.339 -2.473 -0.353
N -1.410 -0.863 0.570
C -0.487 -1.378 -0.548
C 0.903 -0.437 -0.573
H 1.555 -0.799 -1.446
H 1.575 -0.832 0.406
N 0.738 1.139 -0.348
S -0.100 1.465 2.212
H -1.630 0.153 0.433

Values from the calculation:
**SMILES string**: NCCNC=S
**HOMO-LUMO gap**: 9.1 eV
**Energy relative to the best compared isomer or geometry (same formula, charge and spin)**: 439.6 kJ/mol
**Calculated total energy**: -626.65586 Eh

The computed Löwdin charges, all in e, follow: 0.096 -0.883 0.157 0.173 0.037 0.077 -0.102 -0.278 -0.157 0.097 0.143 -0.105 0.728 0.018

Record 2
Molecular formula: C3H8N2S
Method: DFT, ωB97M-V with the def2-TZVPD basis set

Cartesian coordinates (Å):
H 0.562 -1.648 0.995
C -1.294 -1.025 -0.025
H -0.834 1.446 -0.064
H 3.325 0.813 -0.105
H -2.529 1.828 -0.095
C 2.514 0.351 0.434
H 2.184 1.002 1.264
H 2.746 -0.599 0.855
H -0.190 -0.030 1.299
N -2.184 -0.109 -0.091
N -1.814 1.190 0.261
C 0.063 -0.803 0.491
H -1.729 -2.012 -0.320
S 1.047 0.031 -0.651

Values from the calculation:
**SMILES string**: CSC/C=N\N
**HOMO-LUMO gap**: 9.7 eV
**Energy relative to the best compared isomer or geometry (same formula, charge and spin)**: 213.2 kJ/mol
**Calculated total energy**: -626.74208 Eh

The computed Löwdin charges, all in e, follow: 0.091 -0.296 0.046 0.029 0.080 -0.350 0.044 0.014 0.098 -0.064 -0.032 -0.589 0.115 0.814